Here is one molecule with the formula C6H11NS in a non-equilibrium geometry from OMol25. Energies are from ωB97M-V/def2-TZVPD.

Summary:
Total energy: -688.01628 Ha
Gap between HOMO and LUMO: 8.3503 eV
Spin multiplicity: 1
HOMO: -8.6 eV
M: 129.2 g mol⁻¹
SMILES: CC(C)N1CC(=S)C1

Atoms and positions in Å:
H  1.8961  -1.3247  0.1358
C  -1.7469  -1.2706  -1.0623
H  -2.0368  -0.2392  -1.2718
H  -2.9277  -0.5766  2.4473
C  -1.3953  -1.3313  0.4475
N  -0.1168  -0.6678  0.6985
C  -0.1503  0.8632  0.5340
S  2.3379  1.6758  -0.7135
H  -3.0090  0.1623  0.7739
C  -2.6847  -0.8327  1.2450
H  -3.4346  -1.5973  0.8119
H  0.6218  -1.0677  -1.1327
H  -0.8596  1.3321  -0.1414
H  -0.3128  1.4901  1.4914
H  -0.8610  -1.2014  -1.7030
H  -1.1237  -2.3167  0.6792
H  -2.4677  -2.1125  -1.4144
C  1.1005  -0.6823  -0.1777
C  1.1978  0.8059  -0.0114

Mulliken atomic charge list, values in e, 2 entries: H 0.30; C -1.13

---

Here is a 2-piece molecular cluster, C4H12NO2 overall in a non-equilibrium geometry from OMol25. Energies are from ωB97M-V/def2-TZVPD.

Summary:
Total energy: -364.82646 Ha
Gap between HOMO and LUMO: 6.8695 eV
Charge: -1
Spin multiplicity: 1
HOMO: -2.8 eV
M: 106.1 g mol⁻¹

Atoms and positions in Å:
N  0.7242  -0.3882  -0.0849
H  1.6481  -1.3504  -1.6135
O  2.9721  1.3846  0.5732
O  -0.3090  -2.0093  -1.5432
H  -0.6666  -1.2228  2.2036
H  2.0781  0.9695  0.4463
H  1.0011  -1.1470  0.5276
H  -1.8378  0.3365  -1.0025
C  0.5619  -1.0349  -1.5445
H  -1.9211  1.8038  0.0498
H  0.2677  -0.1907  -2.1894
H  -1.5805  -1.6587  0.7313
H  -0.0673  0.8761  1.3732
H  2.9122  1.9791  -0.1816
C  -1.2621  1.0620  -0.4023
H  -0.6411  1.6420  -1.1016
C  -1.2523  -0.8373  1.3702
C  -0.4567  0.2190  0.5696
H  -2.1711  -0.4334  1.8188

Mulliken atomic charge list, values in e, 2 entries: N -0.30; H 0.27

---

Here is C3H3N3O2 as an isolated structure in a non-equilibrium geometry from OMol25. Energies are from ωB97M-V/def2-TZVPD.

Summary:
Total energy: -430.59479 Ha
Gap between HOMO and LUMO (alpha / beta): 8.9432 / 8.9437 eV
Spin multiplicity: 1
HOMO (alpha / beta): -8.3 / -8.3 eV
M: 113.1 g mol⁻¹

Atoms and positions in Å:
N  1.5476  0.0706  0.5189
O  -2.9401  0.3996  -0.0276
N  0.3801  0.6687  -0.1350
O  -1.1994  -0.8382  -0.9190
N  -1.7410  0.2761  -0.1490
C  0.1527  -0.5999  -0.7192
H  -0.9311  1.9884  0.9203
H  1.8148  -2.1243  -0.2324
C  1.2222  -1.1811  -0.0898
C  -0.8131  1.0092  0.4000
H  2.5074  0.3308  0.4329

Mulliken atomic charge list, values in e, 2 entries: N -0.31; O -0.70

---

Here is a 2-piece molecular cluster, C8H14NS overall in a non-equilibrium geometry from OMol25. Energies are from ωB97M-V/def2-TZVPD.

Summary:
Total energy: -765.79764 Ha
Gap between HOMO and LUMO: 8.6562 eV
Charge: +1
Spin multiplicity: 1
HOMO: -13.1 eV
M: 156.3 g mol⁻¹

Atoms and positions in Å:
H  -1.8316  -3.5769  1.9903
C  -0.9376  0.4734  -2.4937
C  -0.3928  -0.7356  0.5289
C  -1.2021  -2.8070  1.5330
H  1.6311  1.7911  -1.8083
S  -1.7306  -1.8171  0.2478
H  2.2522  -0.3568  1.1313
C  -0.3236  1.0874  -1.2384
H  1.3647  -0.0971  -1.6556
H  -0.2926  0.5843  -3.2757
C  -0.8774  2.2272  -0.6028
C  1.5160  -0.4271  1.9770
H  0.4953  -2.5932  2.9215
H  -0.6077  3.0970  -1.2728
H  2.0053  -0.9008  2.8989
H  -0.3130  2.4571  0.2998
H  1.4621  0.5457  2.3395
C  -0.0801  -2.2413  2.1251
H  1.6301  0.9263  -0.2648
H  -1.2047  -0.5517  -2.3569
N  0.2984  -1.0909  1.5574
C  1.1093  0.9249  -1.2649
H  -1.9911  2.1989  -0.4890
H  -1.9796  0.8824  -2.8275

Mulliken atomic charge list, values in e, 2 entries: H 0.39; C -1.29

---

Here is C18H48LiO18S6 as an isolated structure in a non-equilibrium geometry from OMol25. Energies are from ωB97M-V/def2-TZVPD.

Summary:
Total energy: -4464.88864 Ha
Gap between HOMO and LUMO (alpha / beta): 10.6604 / 3.1252 eV
Charge: +2
⟨S²⟩: 0.754
Spin multiplicity: 2
HOMO (alpha / beta): -15.3 / -15.3 eV
M: 751.9 g mol⁻¹

Atoms and positions in Å:
H  -4.5148  -0.4977  -5.9443
H  -2.7381  4.7342  0.3234
O  0.4462  3.1238  2.6149
S  -0.7675  2.3867  2.8683
H  2.8832  -2.2148  1.0062
C  3.6680  -1.4584  1.0119
H  -0.1479  3.7330  -3.2917
O  -0.6696  3.7038  -0.3267
O  -1.3549  -0.2561  -1.3132
C  -3.6802  -0.4966  -5.2432
H  -4.1732  -2.2489  -4.0178
H  -0.3888  5.7823  3.2025
H  0.7858  -5.7605  0.0086
H  3.0986  1.5395  0.5312
Li  -0.1815  -0.1095  0.4135
C  -0.3816  -4.3847  1.1984
O  2.5616  0.5669  4.0176
H  1.7554  -5.0282  1.3438
C  4.9271  -2.8259  -3.6467
H  -1.4632  2.6219  -2.5695
O  3.6785  -0.9180  2.3013
H  -0.3986  2.3710  5.2747
H  5.3053  -2.4678  -0.0695
H  -1.5038  0.9302  4.6611
H  3.0212  -3.7195  -3.4827
H  -2.6159  6.3958  -0.1410
O  1.2746  -3.8605  -1.7748
H  5.4163  -3.7467  -3.9646
O  -1.3587  -1.6046  1.3669
O  0.6936  1.6006  -0.5509
C  -3.9398  -1.1880  -3.9284
H  4.4099  1.7247  1.6245
C  -0.4063  2.8508  -2.7061
O  -3.3155  1.2152  -2.2630
H  -3.9616  -0.6481  0.1858
H  -0.2901  5.5523  0.3563
H  0.5925  -6.3834  1.5370
H  2.8495  2.5756  1.9709
H  -2.7214  5.0931  -1.3696
C  -2.9124  -3.3327  2.8714
C  -0.8171  5.1088  -0.4885
H  5.6917  -2.3966  -2.9993
H  3.4790  -0.6758  0.2771
H  3.9259  -3.8931  -2.0569
H  0.5310  -0.8378  -3.4189
H  0.0585  1.9823  -3.1728
H  -1.0256  4.4196  4.8141
C  0.7862  -5.4292  1.0471
C  -2.2859  5.3943  -0.4169
S  2.5850  0.2756  2.5433
C  0.7440  -1.9068  -3.4097
H  -4.6658  -1.4400  -1.3570
H  4.6831  -2.1514  -4.4675
S  0.5251  2.9222  -1.1449
H  -0.0814  -2.6021  -3.5621
C  3.7282  -3.1773  -2.8548
H  -3.5924  0.5813  -5.1068
S  -1.3167  -2.3442  2.5801
O  1.6854  3.7701  -1.2974
O  -1.2505  1.3753  1.9290
H  5.1952  -3.0291  1.5599
C  -1.8031  4.5730  4.0658
C  5.0515  -2.1442  0.9399
C  -0.6535  1.6022  4.5452
O  1.1226  -1.5072  -0.7693
O  1.3073  -0.1188  1.9226
O  -1.9990  3.4798  3.0953
O  -0.2212  -3.6231  2.4207
H  -3.6631  -2.5524  2.9975
O  -1.0232  -1.6690  3.7893
H  -1.7606  6.7430  3.8644
H  -2.6489  -3.8144  3.8130
H  0.1333  0.8713  4.3586
H  -3.2529  -2.0376  -0.6026
H  1.5650  -2.1469  -4.0852
H  -2.7306  -0.7983  -5.6850
C  -3.7968  -1.1112  -0.7871
S  1.4703  -2.4031  -1.8542
O  3.1447  -2.0984  -2.1233
H  -1.9235  5.8105  2.3489
O  -2.7780  -1.1174  -3.1932
S  -2.7089  -0.0755  -1.8906
H  -2.6866  4.6476  4.6998
C  -1.4689  5.8334  3.3393
H  -0.4288  -3.7741  0.2967
H  5.8298  -1.4078  1.1396
H  -3.0484  -4.0483  2.0605
H  -4.8511  -0.8090  -3.4656
C  3.3218  1.6701  1.5901
H  -0.2604  5.6840  -1.2283
H  -1.3034  -4.9549  1.3133

Mulliken atomic charge list, values in e, 2 entries: H 0.41; H 0.36

---

Here is C30H67N3NiO10 as an isolated structure in a non-equilibrium geometry from OMol25. Energies are from ωB97M-V/def2-TZVPD.

Summary:
Total energy: -3607.81087 Ha
Gap between HOMO and LUMO (alpha / beta): 7.3140 / 6.2920 eV
⟨S²⟩: 2.027
Spin multiplicity: 3
HOMO (alpha / beta): -7.0 / -6.8 eV
M: 688.6 g mol⁻¹

Atoms and positions in Å:
H  4.6576  -0.3008  -2.0306
H  0.2456  -3.5729  -3.0173
H  -1.9121  -1.2538  0.0539
C  -0.1790  -2.8547  -3.7170
H  -6.3588  -0.8582  1.8934
C  1.1632  -3.4590  1.8780
H  6.5061  0.3496  -2.9447
O  -0.7194  1.7858  0.6205
C  -5.8517  -0.0985  1.2987
H  1.4097  -3.5072  0.8128
C  3.4426  -0.3540  0.1130
C  -3.5353  6.6761  2.9557
H  -0.9027  -1.7711  4.1677
H  -7.2256  2.5836  2.6993
H  -0.9064  7.1013  3.7070
O  3.4565  -7.0091  1.1708
H  -4.7792  -0.0075  1.4821
C  3.8690  -6.0308  2.0596
H  -3.9768  7.2404  2.1377
H  0.6659  -2.1894  -3.8990
H  1.8084  -8.1590  0.7919
H  0.6581  -2.5590  4.6308
H  5.9481  3.5776  -1.0058
C  5.1330  1.9893  -2.8838
H  -4.0762  2.1891  2.5584
Ni  0.3330  3.4584  0.3239
H  2.8092  -0.2062  0.9904
C  4.1917  2.8313  -2.0318
C  -1.0134  6.9540  2.6318
C  4.2504  0.8927  -0.3057
C  -2.1671  4.8853  1.9267
H  -1.1857  7.9250  2.1690
O  -6.6079  1.1118  1.3202
H  2.5255  -8.4511  2.4133
H  -4.9759  3.5282  3.0416
H  -0.8320  -2.5086  1.8981
H  -5.4938  2.4338  -0.6870
H  4.5917  1.3383  -3.5741
O  -1.1983  4.5337  1.2478
H  3.6171  -3.9694  2.6585
H  -5.7584  -2.1165  -2.1488
H  -6.8624  -0.8883  -0.4170
H  -0.6184  0.8707  -1.9009
C  -4.9737  2.7449  2.2756
H  -3.3038  7.1791  3.8928
N  -0.6185  -3.4648  -5.0085
H  -2.8754  0.2299  0.0120
C  -5.8447  -0.5861  -0.1524
H  2.4670  2.7389  -3.4764
N  -2.2261  6.0693  2.5200
H  2.6113  4.1516  -2.6407
H  3.8686  -1.2935  0.4743
H  4.9465  -5.8845  1.9673
H  -0.9942  -4.9931  -6.2728
O  -4.9938  -1.7350  -0.2313
H  -2.2619  -0.2693  1.5547
N  3.4721  1.8933  -1.0921
H  1.6280  -2.6454  2.4401
H  3.7417  -6.3574  3.0982
C  2.3029  -7.7038  1.6487
H  3.7126  3.7708  -3.9872
C  3.1381  -4.6559  1.9588
C  5.2813  0.2414  -1.3169
H  5.1641  0.7717  1.7000
H  -5.5014  0.0923  -0.9362
C  -0.6803  0.4182  0.1857
C  -0.2845  -4.6799  -5.4907
H  -1.7505  -2.8877  -6.7987
O  -5.0080  3.4753  1.0965
O  2.3803  2.4852  -0.4900
H  -6.2844  1.4132  3.3388
H  -0.7896  -4.2415  1.6272
C  -0.4182  -2.6969  4.4993
O  1.7202  -4.7520  2.0913
H  3.3637  -4.4156  0.9141
O  0.4525  -5.4752  -4.9188
H  4.3586  4.1731  -0.4468
H  3.0147  -0.6340  -0.8508
H  -3.8112  2.1046  0.0243
H  6.0361  1.8085  0.5652
H  -0.5747  -0.8588  -1.6462
O  -0.7526  -3.6409  3.5425
C  -0.3438  -3.4348  2.2097
C  -2.0251  -0.2601  0.4902
H  0.8371  0.0552  -1.2730
C  -0.2529  0.0946  -1.2240
C  -1.0938  -2.5180  -6.0138
H  5.2244  4.7414  -1.9330
H  -4.2131  5.8687  3.2333
H  1.5704  -7.0359  2.1026
H  -4.3889  3.6045  -0.7509
H  -4.7934  -3.3935  -1.4259
C  6.1685  1.1418  -2.2787
H  6.9310  1.7440  -1.7854
C  -6.3524  1.9992  2.4128
H  -1.0927  -2.4187  -3.3194
H  5.7154  2.6494  -3.5354
H  -0.2174  -1.9839  -6.3829
H  5.9567  -0.4681  -0.8386
H  -4.0267  -1.7316  -1.9057
C  3.2541  3.3833  -3.0784
C  4.9477  3.8841  -1.3173
C  -4.6570  2.7827  -0.0786
C  -4.8736  -2.3148  -1.5396
H  -3.0353  4.2336  2.0969
H  -0.0943  6.5210  2.2479
H  4.4864  2.2549  1.3479
C  5.0480  1.4559  0.8584
H  -0.8190  -2.8611  5.4996
H  -1.7309  -1.8717  -5.4057
H  0.0119  -0.1430  0.8262

Mulliken atomic charge list, values in e, 2 entries: H 0.48; H 0.32

---

Here is one molecule with the formula C22H25N3O2 in a non-equilibrium geometry from OMol25. Energies are from ωB97M-V/def2-TZVPD.

Summary:
Total energy: -1168.09035 Ha
Gap between HOMO and LUMO: 9.5086 eV
Spin multiplicity: 1
HOMO: -8.8 eV
M: 363.5 g mol⁻¹
SMILES: CCc1ccccc1N(CC)C(=O)CCc1nc(-c2ccc(C)cc2)no1

Atoms and positions in Å:
N  1.7485  -0.2562  -0.3547
C  -1.5470  -1.5161  2.4032
C  -3.8991  1.1956  2.1266
H  -3.8600  1.2454  3.2120
C  1.7789  1.0755  -5.0444
C  -1.2794  -3.0342  0.5362
C  -2.5913  1.6937  1.5252
H  -1.0890  -2.1290  -1.3999
C  -1.2817  -0.6771  0.1521
H  -1.8144  -0.2616  4.1172
H  -3.9627  -1.4740  3.7332
H  -4.7200  1.8182  1.7811
C  1.5990  1.3751  -3.7090
C  2.3298  -0.5321  -6.8968
H  1.3380  2.3722  -3.3907
N  -1.4530  0.9009  1.9719
H  1.6575  1.8512  -5.7869
H  -1.0100  -1.8028  4.4493
C  -1.2109  -1.9648  -0.3403
C  2.2665  -1.2001  -4.4813
N  1.1745  1.8308  -0.8725
H  1.8783  0.2230  -7.5353
C  -1.8075  -1.3241  3.8730
H  2.4931  -0.2900  2.4034
C  1.7555  0.3795  -2.7473
H  2.2063  -1.6756  -2.3880
C  -1.4552  -2.8048  1.8876
C  0.7646  0.7570  3.1249
H  -3.1693  -3.0019  4.1082
O  1.1014  1.6618  0.4760
H  -2.3969  2.7213  1.8378
H  -1.2200  0.1608  -0.5272
C  2.1144  -0.2122  -5.4499
C  -3.1486  -1.9306  4.2906
H  -1.2059  -4.0455  0.1658
C  2.0907  -0.9135  -3.1432
C  1.5632  0.6726  -1.3436
H  3.3978  -0.5672  -7.1139
O  -0.6642  2.6405  3.1509
C  -0.5102  1.5070  2.7380
H  0.9996  -1.1420  2.0572
H  1.4530  1.5540  3.4165
H  0.5533  0.1726  4.0230
C  1.4476  0.3959  0.7250
H  1.9082  -1.5042  -7.1446
H  -1.5233  -3.6440  2.5646
H  -3.3194  -1.7598  5.3510
C  -1.4158  -0.4412  1.5180
C  1.4503  -0.1492  2.1019
H  -4.0913  0.1676  1.8246
H  2.5260  -2.2043  -4.7853
H  -2.6473  1.6580  0.4334

Mulliken atomic charge list, values in e, 2 entries: N -0.47; C 0.83

---

Here is C2H2CsFMgO as an isolated structure in a non-equilibrium geometry from OMol25. Energies are from ωB97M-V/def2-TZVPD.

Summary:
Total energy: -472.37777 Ha
Gap between HOMO and LUMO (alpha / beta): 6.0284 / 7.1772 eV
Charge: +1
⟨S²⟩: 0.751
Spin multiplicity: 2
HOMO (alpha / beta): -9.7 / -11.0 eV
M: 218.2 g mol⁻¹

Atoms and positions in Å:
F  1.4370  -1.3643  -0.0687
Cs  -3.3306  2.1410  1.9312
C  -0.4611  -0.0127  -0.3837
C  0.0246  -1.2383  -0.2013
Mg  2.3745  0.5162  0.2731
O  0.4808  1.0010  -0.3249
H  -0.4826  -2.1377  0.1306
H  -0.0427  1.0948  -1.3564

Mulliken atomic charge list, values in e, 2 entries: F -0.29; Cs 0.96